Record 1
A structure of composition C12H4Cl5NO2ReSbSe4, computed with ωB97M-V/def2-TZVPD.

Values from the calculation:
E_HOMO (alpha / beta) ... -14.64 / -14.63 eV
ΔE to the lowest compared entry with this formula, charge and spin ... 0.0 kJ/mol
Total charge ... +2
Kohn-Sham gap (alpha / beta) ... 0.21843 / 0.21803 hartree

Last column: Mulliken charge in e.
Positions of all 30 atoms, in Å:
Re 0.109 0.079 0.126  1.17
O 0.439 2.067 -3.359  -0.62
C -0.012 1.306 -2.526  0.44
O -0.169 1.555 -1.268  -0.65
C -0.156 -0.163 -2.868  0.50
C -0.274 -0.676 -4.144  -0.83
C -0.091 -2.041 -4.325  -0.16
C 0.247 -2.838 -3.237  -0.88
C 0.319 -2.261 -1.983  -0.21
N 0.109 -0.952 -1.814  0.01
H -0.506 -0.013 -4.967  0.54
H -0.195 -2.477 -5.309  0.47
H 0.461 -3.890 -3.359  0.46
H 0.558 -2.837 -1.099  0.52
Cl -2.354 -0.149 0.168  -0.22
C -1.971 -0.634 1.801  1.18
C -0.585 -0.636 1.953  -1.02
C -0.085 -0.946 3.228  0.92
Cl 1.598 -0.946 3.552  -0.22
C -0.972 -1.263 4.260  -0.25
Cl -0.371 -1.646 5.809  -0.12
C -2.359 -1.271 4.035  0.81
Cl -3.417 -1.713 5.281  -0.10
C -2.887 -0.931 2.775  -0.56
Cl -4.563 -0.895 2.477  -0.13
Se 4.763 -0.499 -3.342  -0.14
Sb 4.877 1.292 -1.522  0.58
Se 2.241 -0.301 0.597  -0.06
Se 2.928 1.121 -3.246  0.67
Se 4.324 3.017 -3.402  -0.12

---

Record 2
A structure of composition C12H4InO8, computed with ωB97M-V/def2-TZVPD.

Values from the calculation:
E_HOMO ... -5.60 eV
ΔE to the lowest compared entry with this formula, charge and spin ... 0.0 kJ/mol
Total charge ... -1
Kohn-Sham gap ... 0.21928 hartree

Last column: Mulliken charge in e.
Positions of all 25 atoms, in Å:
In 1.134 -0.194 0.545  1.26
C 0.969 2.172 -3.009  -0.77
C 1.088 1.406 -1.802  0.89
C 1.760 2.153 -0.594  0.69
O 1.901 1.455 0.420  -0.63
C 1.994 3.562 -0.572  -0.76
C 1.678 4.221 -1.732  0.44
C 1.222 3.507 -2.998  0.25
O 1.051 4.141 -4.175  -0.70
O 1.892 5.512 -1.655  -0.66
O 0.680 0.274 -1.549  -0.72
H 0.580 1.690 -3.894  0.44
H 2.396 3.999 0.330  0.44
C -2.258 -1.791 2.460  -0.92
C -2.707 -3.199 2.491  0.40
C -1.904 -4.295 1.757  0.40
O -2.215 -5.491 1.859  -0.61
C -0.759 -3.799 0.927  -0.94
C -0.396 -2.435 0.924  0.66
C -1.188 -1.415 1.708  1.13
O -1.000 -0.149 1.623  -0.87
O 0.646 -2.122 0.212  -0.68
O -3.619 -3.573 3.210  -0.60
H -2.802 -1.091 3.077  0.42
H -0.143 -4.539 0.438  0.41

---

Record 3
A cluster of 15 separate species, C12H54N24O15 in total, computed with ωB97M-V/def2-TZVPD.

Values from the calculation:
2S+1 ... 2
E_HOMO (alpha / beta) ... 0.19 / -7.00 eV
Total charge ... -1
Kohn-Sham gap (alpha / beta) ... 0.05814 / 0.32094 hartree

Last column: Mulliken charge in e.
Positions of all 105 atoms, in Å:
C -6.938 -15.690 -13.711  0.44
O -6.922 -16.019 -14.869  -0.73
N -7.410 -14.497 -13.346  0.03
N -6.645 -16.493 -12.657  -0.30
H -7.514 -13.881 -14.139  0.18
H -7.400 -14.050 -12.441  0.01
H -6.781 -16.165 -11.711  0.17
H -6.305 -17.421 -12.867  0.22
C -3.991 -13.943 -11.559  0.12
O -3.717 -12.812 -11.925  0.29
N -3.761 -14.962 -12.327  -0.10
N -4.318 -14.248 -10.331  -0.37
H -3.349 -15.781 -11.904  0.19
H -3.743 -14.805 -13.324  0.25
H -4.282 -13.407 -9.773  -0.02
H -4.621 -15.152 -9.997  0.21
C -6.568 -10.385 -7.741  0.41
O -6.254 -10.611 -6.627  -0.76
N -7.709 -9.958 -8.003  -0.21
N -5.744 -10.429 -8.787  -0.02
H -8.344 -9.774 -7.239  0.21
H -7.902 -9.716 -8.964  0.17
H -4.862 -10.906 -8.662  0.31
H -6.258 -10.363 -9.654  0.12
C -8.359 -14.203 -9.410  0.53
O -8.279 -14.296 -10.593  -0.56
N -9.219 -14.755 -8.705  -0.40
N -7.457 -13.506 -8.827  -0.07
H -9.797 -15.448 -9.158  0.30
H -9.123 -14.621 -7.709  0.17
H -6.881 -13.034 -9.509  -0.22
H -7.323 -13.218 -7.869  0.21
C -10.810 -10.803 -15.927  0.62
O -11.295 -9.984 -15.258  -0.50
N -10.944 -10.799 -17.285  -0.49
N -10.177 -11.786 -15.386  -0.16
H -11.548 -10.109 -17.708  0.24
H -10.565 -11.540 -17.857  0.18
H -10.313 -12.600 -15.968  0.33
H -10.341 -11.751 -14.390  -0.25
C -1.260 -9.690 -13.781  -2.97
O -0.875 -10.001 -12.604  0.02
N -0.607 -9.807 -14.851  0.44
N -2.543 -9.536 -14.089  1.40
H 0.375 -10.028 -14.937  0.30
H -1.073 -9.430 -15.663  0.61
H -2.854 -9.298 -15.020  0.18
H -3.234 -9.464 -13.356  -0.46
C -3.334 -8.454 -10.842  -2.20
O -3.908 -9.288 -11.425  0.38
N -3.946 -7.617 -10.117  0.07
N -2.069 -8.203 -11.021  0.12
H -3.416 -6.879 -9.675  0.16
H -4.926 -7.510 -10.335  0.26
H -1.649 -8.919 -11.598  -0.01
H -1.569 -7.682 -10.315  0.15
C -2.152 -13.466 -15.466  0.06
O -1.713 -13.988 -16.530  -0.58
N -1.374 -13.039 -14.482  -0.03
N -3.412 -13.220 -15.140  0.12
H -0.390 -12.857 -14.619  0.25
H -1.887 -12.529 -13.777  0.09
H -4.085 -13.321 -15.886  -0.01
H -3.631 -13.006 -14.178  -0.18
C -13.469 -12.449 -13.337  0.64
O -14.328 -13.202 -13.888  -0.75
N -12.257 -12.852 -13.057  -0.13
N -13.630 -11.204 -13.082  -0.41
H -12.016 -13.812 -13.256  0.18
H -11.570 -12.307 -12.556  0.00
H -12.778 -10.742 -12.797  0.19
H -14.149 -10.683 -13.773  0.25
C -7.075 -7.647 -13.926  -1.25
O -7.762 -8.473 -14.490  -0.08
N -6.254 -7.967 -12.898  1.27
N -7.034 -6.398 -14.141  -0.24
H -5.658 -7.250 -12.508  0.01
H -6.340 -8.948 -12.672  -0.06
H -7.849 -6.089 -14.652  0.23
H -6.103 -6.006 -14.160  0.37
C -7.263 -10.874 -11.875  -0.72
O -7.602 -10.300 -10.927  -0.61
N -5.990 -10.973 -12.219  1.94
N -8.105 -11.599 -12.530  1.30
H -5.179 -10.543 -11.797  -0.24
H -5.897 -11.535 -13.053  -0.37
H -7.940 -11.666 -13.525  -0.70
H -8.879 -11.866 -11.940  -0.17
C -2.087 -11.671 -8.998  0.58
O -3.168 -11.710 -8.510  -0.75
N -1.923 -11.466 -10.283  0.29
N -0.961 -11.675 -8.379  -0.51
H -2.784 -11.443 -10.809  -0.59
H -1.064 -11.602 -10.797  0.22
H -0.127 -11.477 -8.914  0.16
H -1.023 -11.570 -7.376  0.29
O -7.214 -12.647 -15.326  -0.05
H -7.950 -12.099 -15.597  0.01
H -6.665 -12.715 -16.106  0.06
O -10.769 -11.609 -11.131  -0.52
H -11.364 -10.859 -11.146  0.27
H -11.093 -12.157 -10.416  0.19
O -9.723 -9.219 -12.711  -0.63
H -9.626 -9.118 -13.658  0.27
H -9.294 -10.051 -12.513  0.10

---

Record 4
A cluster of 14 separate species, C12H55N3O14 in total, computed with ωB97M-V/def2-TZVPD.

Values from the calculation:
E_HOMO ... -9.31 eV
ΔE to the lowest compared entry with this formula, charge and spin ... 0.0 kJ/mol
Total charge ... 0
Kohn-Sham gap ... 0.33624 hartree

Last column: Mulliken charge in e.
Positions of all 84 atoms, in Å:
C -3.846 2.250 0.378  -1.78
C -2.977 1.959 -0.770  1.49
C -3.727 1.557 -2.057  -1.16
O -4.353 0.261 -1.802  -0.47
C -5.555 0.078 -2.586  -0.91
N -2.025 3.032 -0.937  -0.61
H -4.556 3.054 0.183  0.40
H -3.317 2.507 1.296  0.43
H -4.464 1.421 0.723  0.34
H -2.491 1.046 -0.427  -0.47
H -3.082 1.515 -2.934  0.40
H -4.422 2.384 -2.207  0.66
H -5.486 0.412 -3.621  0.37
H -6.486 0.529 -2.241  0.30
H -5.601 -1.011 -2.575  0.25
H -1.588 2.700 -1.785  0.21
H -2.508 3.830 -1.326  0.30
C 1.996 -1.684 -1.254  -0.84
C 1.091 -1.957 0.007  1.22
C 0.764 -0.630 0.711  -0.43
O 0.105 -0.929 1.934  0.00
C -0.264 0.192 2.669  -1.20
N -0.045 -2.543 -0.551  -0.38
H 1.413 -1.256 -2.069  0.05
H 2.398 -2.568 -1.749  -0.12
H 2.830 -1.027 -1.011  0.44
H 1.589 -2.701 0.629  -0.36
H 0.235 0.070 0.064  0.07
H 1.696 -0.166 1.034  0.36
H 0.553 0.775 3.095  0.31
H -0.855 -0.086 3.541  0.43
H -0.945 0.842 2.120  0.50
H -0.696 -2.590 0.220  -0.07
H -0.432 -1.894 -1.221  0.36
C 3.914 4.739 0.205  -1.68
C 2.566 4.120 0.217  0.84
C 2.435 2.856 -0.658  -0.67
O 2.496 2.988 -2.073  -0.39
C 1.532 3.856 -2.567  -0.75
N 2.225 3.850 1.609  -0.66
H 3.868 5.612 0.855  0.50
H 4.086 5.149 -0.790  0.37
H 4.784 4.104 0.371  0.32
H 1.873 4.894 -0.113  0.07
H 1.475 2.389 -0.439  0.23
H 3.072 2.044 -0.305  0.46
H 1.717 4.905 -2.332  0.37
H 0.548 3.864 -2.098  0.18
H 1.410 3.856 -3.650  0.33
H 2.616 2.947 1.837  0.24
H 2.858 4.398 2.174  0.28
O 1.227 -2.918 3.694  -0.68
H 0.829 -2.055 3.575  0.24
H 0.491 -3.529 3.656  0.30
O 1.422 -5.021 -0.687  -0.73
H 0.992 -4.168 -0.755  0.44
H 1.789 -5.035 0.197  0.36
O 3.233 -5.198 -2.787  -0.61
H 3.042 -5.137 -1.852  0.35
H 3.498 -4.313 -3.037  0.32
O -1.198 3.075 4.287  -0.59
H -0.382 2.587 4.180  0.31
H -0.966 3.809 4.857  0.30
O 4.461 -2.834 -3.877  -0.66
H 4.618 -2.337 -3.075  0.32
H 4.791 -2.271 -4.577  0.30
O -1.548 -4.239 2.863  -0.58
H -1.925 -3.580 2.279  0.40
H -2.200 -4.939 2.887  0.26
O -2.855 -2.783 0.860  -0.67
H -3.394 -2.140 1.322  0.29
H -3.474 -3.268 0.315  0.26
O -1.912 -1.112 -2.047  -0.51
H -2.796 -0.767 -1.921  0.20
H -2.027 -2.062 -2.072  0.28
O -0.657 -0.120 -4.207  -0.66
H -1.032 -0.439 -3.387  0.44
H 0.234 0.144 -3.977  0.32
O -0.178 -0.525 6.281  -0.63
H -0.951 -0.067 6.612  0.32
H -0.483 -1.416 6.107  0.31
O 2.747 -4.603 1.922  -0.58
H 3.565 -4.929 2.297  0.27
H 2.611 -3.755 2.346  0.22

---

Look up the total charge of the second one. -1

---

Look up the total charge of the second one. -1

---

What is the total charge in the fourth record? 0

---

Which of these has the highest total charge? C12H4Cl5NO2ReSbSe4